{
  "formula": "C65H185N25O15P8S2",
  "method": "ωB97M-V/def2-TZVPD",
  "e_lumo_ha": -0.0059,
  "total_charge": 0,
  "homo_lumo_gap_ev": 7.29,
  "elements": ["C", "C", "C", "N", "C", "C", "C", "C", "C", "H", "H", "H", "H", "H", "H", "H", "H", "H", "H", "H", "H", "H", "H", "H", "H", "H", "H", "C", "C", "C", "O", "H", "H", "H", "H", "H", "H", "H", "O", "P", "N", "C", "C", "N", "C", "C", "N", "C", "C", "H", "H", "H", "H", "H", "H", "H", "H", "H", "H", "H", "H", "H", "H", "H", "H", "H", "H", "O", "P", "N", "C", "C", "N", "C", "C", "N", "C", "C", "H", "H", "H", "H", "H", "H", "H", "H", "H", "H", "H", "H", "H", "H", "H", "H", "H", "H", "O", "P", "N", "C", "C", "N", "C", "C", "N", "C", "C", "H", "H", "H", "H", "H", "H", "H", "H", "H", "H", "H", "H", "H", "H", "H", "H", "H", "H", "O", "P", "N", "C", "C", "N", "C", "C", "N", "C", "C", "H", "H", "H", "H", "H", "H", "H", "H", "H", "H", "H", "H", "H", "H", "H", "H", "H", "H", "O", "P", "N", "C", "C", "N", "C", "C", "N", "C", "C", "H", "H", "H", "H", "H", "H", "H", "H", "H", "H", "H", "H", "H", "H", "H", "H", "H", "H", "O", "P", "N", "C", "C", "N", "C", "C", "N", "C", "C", "H", "H", "H", "H", "H", "H", "H", "H", "H", "H", "H", "H", "H", "H", "H", "H", "H", "H", "O", "P", "N", "C", "C", "N", "C", "C", "N", "C", "C", "H", "H", "H", "H", "H", "H", "H", "H", "H", "H", "H", "H", "H", "H", "H", "H", "H", "H", "O", "P", "N", "C", "C", "N", "C", "C", "N", "C", "C", "H", "H", "H", "H", "H", "H", "H", "H", "H", "H", "H", "H", "H", "H", "H", "H", "H", "H", "O", "S", "O", "O", "C", "C", "C", "H", "H", "H", "H", "H", "H", "H", "H", "O", "S", "O", "O", "C", "C", "C", "H", "H", "H", "H", "H", "H", "H", "H"],
  "xyz": [[-7.995, 20.710, 13.999], [-8.069, 21.400, 15.355], [-9.431, 22.233, 15.367], [-9.459, 23.230, 16.534], [-9.038, 22.620, 17.853], [-10.853, 23.878, 16.748], [-10.606, 25.391, 16.707], [-9.380, 25.567, 15.762], [-8.496, 24.396, 16.197], [-8.159, 21.345, 13.165], [-8.767, 19.904, 13.966], [-7.067, 20.155, 13.847], [-7.195, 22.006, 15.674], [-8.166, 20.667, 16.156], [-10.399, 21.656, 15.443], [-9.428, 22.978, 14.576], [-9.512, 21.704, 18.015], [-9.348, 23.299, 18.633], [-7.966, 22.483, 17.943], [-11.156, 23.586, 17.743], [-11.542, 23.561, 15.977], [-10.383, 25.804, 17.710], [-11.458, 25.940, 16.306], [-8.885, 26.547, 15.927], [-9.606, 25.528, 14.712], [-8.030, 24.519, 17.167], [-7.742, 24.047, 15.501], [-5.507, 23.893, 18.832], [-4.898, 23.098, 17.624], [-4.220, 21.794, 18.185], [-5.827, 22.836, 16.616], [-5.906, 24.852, 18.552], [-4.820, 24.237, 19.577], [-6.219, 23.374, 19.427], [-4.084, 23.788, 17.237], [-3.635, 22.072, 19.056], [-3.568, 21.306, 17.474], [-4.976, 21.077, 18.534], [0.112, 13.951, 21.428], [-0.798, 15.062, 21.086], [0.013, 16.500, 21.246], [-0.247, 17.723, 20.469], [1.118, 16.462, 22.206], [-2.170, 14.962, 22.006], [-2.316, 13.934, 23.038], [-2.941, 16.176, 22.111], [-1.252, 15.068, 19.480], [-2.352, 14.129, 19.124], [-0.141, 15.075, 18.544], [-0.900, 18.373, 21.001], [-0.657, 17.455, 19.499], [0.707, 18.178, 20.250], [0.821, 16.900, 23.162], [1.951, 16.959, 21.776], [1.424, 15.433, 22.336], [-1.329, 13.423, 23.117], [-2.488, 14.447, 23.979], [-3.063, 13.233, 22.750], [-2.670, 16.819, 22.973], [-2.668, 16.757, 21.204], [-4.030, 16.113, 22.069], [-2.904, 14.431, 18.285], [-1.984, 13.113, 18.953], [-2.988, 14.081, 19.989], [-0.500, 15.095, 17.483], [0.457, 14.154, 18.610], [0.559, 15.922, 18.743], [-0.937, 32.505, 17.021], [-2.137, 31.669, 17.322], [-3.066, 32.077, 18.607], [-2.438, 32.070, 19.993], [-4.107, 33.099, 18.468], [-1.564, 30.061, 17.667], [-2.330, 29.046, 18.428], [-0.632, 29.501, 16.695], [-3.184, 31.648, 16.060], [-4.106, 30.509, 15.769], [-2.889, 32.565, 14.959], [-2.954, 31.467, 20.711], [-2.342, 33.088, 20.352], [-1.456, 31.573, 19.808], [-3.774, 34.121, 18.873], [-4.951, 32.853, 19.101], [-4.503, 33.288, 17.480], [-2.861, 29.560, 19.212], [-2.993, 28.491, 17.709], [-1.583, 28.400, 18.922], [-1.205, 29.000, 15.881], [-0.041, 30.348, 16.304], [0.039, 28.851, 17.225], [-3.682, 29.881, 15.008], [-4.243, 29.907, 16.673], [-5.071, 30.927, 15.411], [-3.820, 32.976, 14.504], [-2.335, 32.041, 14.143], [-2.253, 33.361, 15.380], [-5.940, 27.940, 25.509], [-5.573, 26.481, 25.271], [-4.108, 26.025, 25.965], [-4.022, 26.012, 27.400], [-2.878, 25.884, 25.214], [-5.598, 26.242, 23.607], [-5.256, 27.385, 22.784], [-5.664, 24.932, 22.979], [-6.663, 25.371, 26.008], [-7.970, 25.796, 26.094], [-6.390, 23.943, 26.233], [-3.336, 25.251, 27.713], [-4.927, 25.706, 27.889], [-3.717, 26.998, 27.782], [-2.991, 26.204, 24.113], [-2.452, 24.918, 25.241], [-2.075, 26.537, 25.619], [-5.226, 28.202, 23.568], [-4.309, 27.338, 22.156], [-6.080, 27.550, 22.101], [-5.610, 24.123, 23.709], [-6.575, 24.788, 22.389], [-4.792, 24.726, 22.317], [-8.083, 26.859, 25.945], [-8.648, 25.386, 25.354], [-8.451, 25.691, 27.100], [-6.973, 23.694, 27.087], [-5.371, 23.700, 26.449], [-6.642, 23.325, 25.363], [-5.761, 21.650, 23.827], [-4.907, 20.445, 23.833], [-3.344, 20.945, 24.062], [-3.055, 22.122, 24.865], [-2.159, 20.036, 24.049], [-4.700, 19.464, 22.441], [-4.063, 20.137, 21.278], [-5.922, 18.700, 21.975], [-5.474, 19.353, 24.943], [-4.674, 18.245, 25.429], [-6.157, 20.094, 26.079], [-2.757, 21.769, 25.905], [-3.844, 22.868, 24.864], [-2.152, 22.619, 24.410], [-1.867, 19.689, 25.070], [-1.370, 20.696, 23.646], [-2.218, 19.175, 23.399], [-3.438, 20.898, 21.689], [-3.409, 19.371, 20.805], [-4.810, 20.600, 20.671], [-5.602, 17.906, 21.242], [-6.429, 18.156, 22.716], [-6.644, 19.367, 21.482], [-4.100, 17.641, 24.657], [-3.893, 18.544, 26.169], [-5.346, 17.479, 25.874], [-6.895, 20.811, 25.720], [-5.350, 20.579, 26.669], [-6.583, 19.332, 26.719], [-10.794, 23.702, 20.320], [-10.788, 22.778, 21.503], [-9.381, 22.053, 21.945], [-8.890, 20.933, 21.164], [-8.266, 22.857, 22.388], [-11.777, 21.421, 21.262], [-11.943, 20.272, 22.139], [-12.889, 21.600, 20.400], [-11.163, 23.453, 22.950], [-11.969, 24.718, 23.024], [-10.895, 22.794, 24.229], [-9.739, 20.493, 20.640], [-8.361, 20.237, 21.822], [-8.210, 21.338, 20.385], [-8.542, 23.498, 23.212], [-7.825, 23.488, 21.560], [-7.471, 22.226, 22.685], [-11.083, 20.184, 22.932], [-12.939, 20.314, 22.651], [-11.961, 19.373, 21.532], [-12.604, 22.110, 19.507], [-13.201, 20.612, 20.026], [-13.734, 22.094, 20.902], [-11.944, 25.169, 21.989], [-13.024, 24.485, 23.137], [-11.656, 25.405, 23.794], [-11.830, 22.391, 24.658], [-10.508, 23.444, 25.018], [-10.239, 21.928, 23.979], [-9.084, 30.804, 19.576], [-8.548, 29.527, 20.087], [-9.555, 28.650, 21.073], [-9.214, 27.692, 22.201], [-10.902, 28.686, 20.605], [-7.156, 29.651, 21.046], [-7.374, 30.436, 22.293], [-5.847, 29.809, 20.396], [-8.196, 28.540, 18.786], [-8.010, 27.140, 18.927], [-8.133, 29.149, 17.415], [-9.788, 27.901, 23.078], [-8.127, 27.784, 22.406], [-9.365, 26.659, 21.878], [-11.038, 29.468, 19.891], [-11.569, 29.002, 21.483], [-11.182, 27.725, 20.213], [-7.220, 29.905, 23.224], [-6.798, 31.349, 22.321], [-8.406, 30.704, 22.352], [-5.145, 29.594, 21.182], [-5.733, 29.097, 19.568], [-5.744, 30.877, 20.022], [-7.187, 26.720, 18.327], [-7.651, 26.839, 19.920], [-8.939, 26.525, 18.732], [-7.312, 28.721, 16.894], [-7.885, 30.200, 17.422], [-9.127, 29.075, 16.857], [0.874, 24.285, 20.852], [-0.128, 23.541, 20.093], [-0.149, 21.995, 20.664], [1.080, 21.430, 21.230], [-0.988, 21.009, 20.032], [0.060, 23.604, 18.477], [-0.665, 22.849, 17.499], [1.219, 24.441, 18.010], [-1.731, 23.859, 20.277], [-2.132, 25.029, 19.514], [-2.573, 23.558, 21.432], [0.864, 20.538, 21.858], [1.547, 22.208, 21.825], [1.809, 21.159, 20.456], [-0.383, 20.355, 19.350], [-1.845, 21.478, 19.636], [-1.528, 20.362, 20.755], [-0.066, 21.917, 17.208], [-1.604, 22.514, 17.878], [-0.912, 23.454, 16.612], [0.882, 25.410, 17.666], [1.882, 24.576, 18.841], [1.761, 23.826, 17.245], [-1.384, 25.207, 18.765], [-3.141, 24.772, 19.124], [-2.152, 25.933, 20.143], [-2.677, 24.513, 22.014], [-2.288, 22.781, 22.154], [-3.596, 23.293, 21.154], [-10.061, 19.347, 18.552], [-10.169, 18.045, 17.780], [-10.554, 16.864, 18.790], [-10.413, 15.522, 18.331], [-10.491, 17.017, 20.241], [-8.833, 17.852, 16.901], [-8.639, 16.856, 15.874], [-7.535, 18.293, 17.422], [-11.285, 17.869, 16.560], [-11.008, 18.614, 15.272], [-12.622, 17.244, 16.667], [-9.321, 15.214, 18.275], [-10.865, 15.411, 17.348], [-10.886, 14.935, 19.123], [-11.255, 16.389, 20.755], [-10.699, 18.071, 20.530], [-9.484, 16.717, 20.680], [-7.936, 17.199, 15.105], [-8.145, 15.947, 16.185], [-9.627, 16.563, 15.483], [-7.155, 17.482, 18.010], [-6.807, 18.505, 16.670], [-7.690, 19.185, 18.007], [-10.025, 19.016, 15.378], [-11.067, 17.984, 14.377], [-11.720, 19.430, 15.097], [-13.488, 17.946, 16.753], [-12.689, 16.550, 17.479], [-12.786, 16.783, 15.704], [-4.901, 26.960, 13.308], [-5.699, 25.824, 13.760], [-7.078, 25.796, 13.483], [-4.960, 24.521, 13.267], [-5.704, 23.249, 13.586], [-4.933, 22.194, 12.800], [-5.568, 25.829, 15.545], [-6.697, 23.421, 13.218], [-5.693, 23.139, 14.683], [-5.373, 21.207, 12.741], [-3.881, 22.046, 13.131], [-5.001, 22.610, 11.784], [-4.538, 26.025, 15.816], [-5.903, 24.873, 15.999], [-6.179, 26.657, 15.838], [-2.256, 20.411, 15.839], [-2.863, 19.503, 14.939], [-2.458, 19.483, 13.580], [-2.552, 18.044, 15.427], [-1.998, 17.777, 16.711], [-3.097, 17.449, 17.681], [-4.551, 19.746, 15.144], [-1.357, 18.593, 16.977], [-1.430, 16.861, 16.551], [-2.493, 17.238, 18.613], [-3.613, 16.508, 17.407], [-3.869, 18.213, 17.856], [-4.975, 19.141, 14.317], [-4.776, 20.831, 15.054], [-4.857, 19.507, 16.192]],
  "forces_ev_per_angstrom": [[-0.3, -1.8, 0.9], [-1.8, 0.7, 0.2], [0.7, 0.4, 1.3], [0.1, -0.1, 0.3], [0.6, 1.3, -0.2], [1.1, 0.5, 0.2], [0.4, 0.4, -0.6], [0.3, 0.0, 1.5], [-0.7, -0.3, 0.5], [-0.1, 0.8, -0.7], [0.3, 0.6, -0.2], [0.1, 0.3, 0.1], [-0.4, -0.1, -0.4], [0.0, -0.2, -0.1], [1.2, 0.3, -0.3], [-0.4, -0.6, -0.9], [-1.0, -1.6, 0.0], [-0.1, 0.2, 0.2], [0.3, 0.1, -0.7], [-0.4, -0.3, 0.0], [0.0, -0.2, -0.2], [-0.1, -0.4, -0.6], [-0.2, -0.1, 0.2], [-0.1, -0.6, 0.0], [-0.3, -0.2, -0.5], [0.4, 0.7, -0.1], [-0.1, 0.0, 0.0], [0.6, 0.1, -0.6], [-0.3, -0.1, -0.1], [-0.7, 1.0, 0.0], [0.6, 0.2, 1.1], [-0.7, 0.3, -0.7], [1.0, -0.2, 0.4], [-1.1, -0.8, 0.2], [-0.2, -0.6, 0.2], [0.3, 0.0, 0.3], [0.1, 0.0, -0.3], [-0.1, 0.2, -0.2], [-0.1, -0.5, 0.2], [1.3, -0.6, -0.3], [-0.4, -0.2, -0.4], [0.7, -1.6, 0.2], [-0.9, 0.0, 0.0], [-0.4, 0.3, 0.0], [2.0, 0.6, -0.3], [0.4, 1.3, -0.8], [-1.3, -0.1, -0.3], [1.6, -0.3, 1.4], [0.7, -0.1, -0.8], [-0.4, 0.8, 0.3], [-0.3, 0.1, 0.1], [0.3, 0.5, 0.2], [0.3, 0.1, 0.1], [0.9, 0.8, -0.2], [-0.1, -0.2, 0.2], [-0.9, 0.2, 0.0], [-0.4, -0.2, 0.3], [-0.8, -0.6, 0.2], [-0.1, -0.4, -0.1], [-0.3, 0.1, 0.5], [0.0, -0.6, 0.2], [-0.6, 0.7, -1.2], [0.2, 0.0, -0.1], [-0.5, 0.0, 0.2], [0.1, 0.3, 0.9], [-0.1, 0.1, 0.2], [-0.6, -0.6, -0.3], [-0.9, -0.3, 0.2], [2.3, -1.4, -0.1], [-0.6, 0.4, 1.8], [1.0, -0.6, -2.5], [0.3, 1.5, 1.3], [-1.2, 1.1, 0.6], [0.9, 0.6, -1.3], [-0.7, 1.2, -0.3], [-0.8, -0.5, -0.8], [0.3, 1.5, 0.6], [0.0, -0.2, -0.5], [-0.8, -0.3, 0.3], [0.2, 0.1, 0.0], [-0.4, 0.7, 0.6], [0.0, -1.3, -0.6], [-0.3, -0.3, 0.1], [0.3, -0.4, -0.4], [-0.6, -0.1, 0.1], [0.4, 0.0, 1.0], [-0.5, -0.1, -0.3], [0.7, 0.0, 0.3], [-0.2, -0.5, -0.1], [0.3, -0.7, 0.0], [0.1, -0.4, -0.5], [-0.2, 0.3, -0.2], [0.5, -0.4, 0.3], [0.5, -0.2, 0.5], [-0.3, 0.4, 0.5], [-0.4, -0.3, -0.6], [0.4, -2.4, 0.0], [-0.8, 1.1, 0.6], [-1.1, -0.5, -1.3], [0.5, 0.6, 0.2], [0.3, 2.3, -1.3], [0.8, -0.9, 0.7], [0.3, 0.9, 0.6], [0.7, -0.4, -0.2], [3.7, 0.4, -0.9], [-3.1, 1.0, 1.0], [-0.5, 0.8, -1.0], [0.9, -0.3, 0.1], [-0.8, 0.2, -0.1], [0.0, -0.3, 0.1], [-0.1, -0.6, 1.7], [0.2, -1.4, 0.0], [-0.5, 0.0, -0.1], [0.2, -0.3, -1.6], [-0.8, -0.3, 1.0], [-0.1, 0.4, -0.4], [-0.2, 0.1, 0.1], [0.1, 0.3, 0.1], [-0.5, 0.5, 0.3], [0.5, 0.5, -0.2], [-0.3, -0.7, -0.3], [0.5, -0.5, -0.5], [-0.6, -0.7, 0.7], [0.8, 0.4, 0.2], [-0.3, 0.0, 0.2], [-0.3, 0.0, -0.3], [0.8, -0.8, -1.5], [0.6, -1.1, 0.2], [1.6, -0.2, 0.4], [0.1, 1.3, 0.3], [-1.7, 0.1, 0.4], [0.3, -1.5, 1.5], [1.6, 0.3, -1.5], [-0.7, 0.7, 0.6], [0.8, -1.5, -0.1], [1.4, -0.8, -0.2], [-0.4, 0.8, -0.9], [-0.2, -0.3, 0.1], [-0.7, -0.4, 0.6], [-0.2, 0.3, -0.6], [0.2, -0.5, 0.3], [-0.6, -0.1, -0.2], [0.5, 0.6, 0.0], [-0.7, 0.6, -0.3], [-0.3, 0.0, -0.8], [-0.1, 1.0, 0.4], [-0.4, -0.4, 1.5], [0.3, -0.2, 0.0], [-0.8, 1.2, 0.3], [-0.6, -0.1, -0.2], [0.4, 0.6, 0.1], [0.2, -0.2, 0.0], [-0.6, 0.2, -0.1], [-0.4, -0.1, 0.1], [-0.5, -0.6, 1.1], [-0.1, -0.9, -0.1], [0.6, -0.5, -0.4], [-0.2, 0.5, -0.8], [-0.1, 1.3, -1.0], [1.1, 0.6, 0.1], [0.9, 0.5, 1.8], [-0.9, -0.8, -0.5], [-0.5, 2.5, 1.1], [0.0, -1.1, -2.4], [-0.7, -1.2, -0.5], [0.4, -0.4, 0.0], [-0.2, 0.0, -0.2], [0.0, -0.5, 0.2], [0.0, 0.3, 0.2], [-0.7, -0.4, 0.5], [0.7, -0.7, 0.6], [-1.7, 0.2, -1.6], [0.8, 0.0, 0.0], [0.1, -0.2, -0.1], [0.1, 0.8, -0.4], [-0.2, 0.2, 0.3], [-0.1, -0.1, -0.2], [0.3, -0.1, 1.2], [-0.2, -0.1, 0.5], [0.4, 0.1, 0.2], [0.1, 0.0, -0.2], [0.4, 0.2, -0.4], [-0.3, 0.8, 0.8], [-0.2, 0.0, 0.1], [1.2, -0.4, 0.5], [1.2, -0.2, 1.1], [1.2, 0.9, -2.2], [-1.4, 0.3, 2.3], [-0.8, -0.2, -0.1], [0.1, -0.5, -0.6], [-1.1, 1.2, 0.0], [0.3, 1.7, -0.9], [-0.1, -1.8, 0.2], [-1.6, -0.3, 0.7], [-0.4, 0.3, 0.5], [-0.8, 0.1, 0.1], [-0.3, -0.1, 0.0], [0.0, 0.4, -0.7], [0.5, -0.7, -1.1], [-0.6, -0.5, -0.2], [0.6, -0.6, 0.0], [0.3, 0.3, -0.2], [-0.8, 0.4, -0.2], [0.8, 0.1, 0.0], [0.0, 0.2, 0.2], [0.3, -1.2, 0.3], [-0.3, 0.4, -0.5], [-0.4, 0.4, 0.2], [0.9, 0.6, 0.1], [0.5, -0.9, -0.8], [-0.2, 0.3, 0.6], [1.3, -0.2, 0.6], [0.7, 0.9, 0.1], [-0.9, -1.4, 1.1], [0.5, -1.6, 0.6], [-0.2, 0.2, 0.1], [0.4, -1.3, 0.9], [1.9, 1.4, -0.2], [0.9, -1.0, -1.0], [-0.5, -2.0, -0.5], [-0.1, -0.1, 0.0], [-1.5, -0.2, 0.7], [-0.3, 1.5, 0.7], [0.0, 0.5, -0.4], [0.1, -0.1, 0.2], [-0.1, -0.2, -0.1], [-0.8, 0.5, 0.1], [-0.5, 0.6, -1.4], [1.0, 0.0, 0.1], [-0.8, 1.2, 0.0], [-0.6, -0.2, 0.3], [0.4, -0.2, 0.1], [0.0, 0.2, -0.5], [0.3, 0.2, 0.4], [-0.5, 0.9, 0.3], [-0.2, 0.1, -0.6], [0.8, 0.9, -0.2], [-0.3, -0.1, 0.0], [0.1, -0.7, -0.1], [0.7, 0.2, -0.7], [0.0, 0.0, -0.5], [-0.2, -1.5, -1.0], [-1.3, 3.9, 0.4], [-0.3, -0.5, 1.7], [1.2, -1.0, 0.5], [0.4, 0.4, 1.0], [2.7, -0.4, -1.0], [-0.6, -0.5, -0.7], [-1.1, 0.0, 0.7], [-0.6, 0.5, -1.0], [-1.2, -0.5, 1.0], [0.1, 1.5, -0.8], [-1.1, 0.1, 0.0], [-0.1, -0.4, 0.1], [-0.1, -0.6, -0.7], [0.4, 0.2, -0.6], [0.4, -0.8, -0.4], [-1.0, 0.3, -0.6], [-0.6, 0.5, -0.2], [0.1, -0.5, 0.8], [0.7, 0.1, -0.2], [0.6, -0.3, 0.7], [0.2, 0.1, -0.9], [0.1, 0.2, 0.4], [0.5, 0.4, -0.2], [0.1, -0.3, 0.3], [0.0, -0.1, 0.3], [0.8, 0.0, 0.2], [0.1, -0.4, 0.3], [-0.1, -0.7, -0.2], [-1.0, -1.6, 0.1], [3.4, 2.2, 1.2], [-2.2, -0.5, -0.9], [-0.8, -0.1, 0.4], [1.3, 0.2, 0.3], [0.2, 0.7, -0.5], [0.4, -1.0, -0.4], [-0.6, -0.2, -0.3], [0.1, -0.1, -0.2], [-0.4, 0.0, 0.3], [-0.7, 0.5, -0.3], [0.7, -0.4, 0.0], [0.2, 0.0, 0.0], [0.2, 0.3, -0.3], [-0.4, 0.5, 0.2], [1.1, 0.9, 1.0], [1.3, 0.1, 0.1], [-0.6, 0.2, -0.7], [-0.5, -0.4, -0.8], [-0.9, -0.7, -0.4], [0.6, -0.6, 1.5], [-1.3, -0.1, -0.1], [0.3, 0.4, 0.4], [0.3, 0.2, 0.1], [-1.2, 0.1, -0.5], [0.3, 0.5, 0.0], [0.6, 0.0, 0.0], [-0.5, 0.3, 0.8], [0.3, -0.6, -0.2], [0.3, -0.2, -1.0]],
  "mulliken_charge": [-1.804, 2.195, -1.104, 1.019, -1.367, -0.319, -0.132, -0.676, 1.194, 0.537, 0.256, -0.003, 0.039, -0.514, 0.097, 0.378, 0.787, 0.554, -0.456, 0.054, 0.457, -0.461, 0.639, 0.145, 0.524, -0.685, -0.263, -0.522, 0.290, 0.536, -0.463, 0.070, 0.009, -0.094, 0.003, 0.011, -0.432, -0.135, -0.890, 0.271, 0.565, 0.289, -1.296, 0.347, -1.160, -0.459, 0.526, -1.126, -1.171, -0.493, -0.313, 0.514, 0.264, 0.384, 0.417, 0.349, 0.313, 0.312, 0.234, -0.591, 0.635, 0.308, 0.339, 0.359, 0.401, 0.330, 0.301, -0.911, 0.201, 0.582, -1.067, -1.059, 0.163, -0.198, -1.040, 0.638, -0.807, -1.072, 0.159, 0.402, 0.388, 0.277, 0.271, 0.300, -0.145, 0.032, 0.406, 0.249, 0.340, 0.359, 0.375, -0.089, 0.332, 0.266, 0.295, 0.362, -0.889, 0.661, 0.296, -1.271, -0.740, 1.009, -0.566, 1.063, 0.542, -1.413, -0.866, 0.412, 0.421, 0.255, 0.019, 0.247, 0.448, 0.517, -0.001, -0.391, -0.816, -0.742, -0.118, 0.367, 0.397, 0.310, 0.703, 0.216, -0.077, -0.255, -0.471, 0.605, -0.802, -0.768, 1.357, 0.146, -0.498, 0.272, -0.736, -0.758, 0.274, -0.241, 0.466, 0.219, 0.410, -0.158, -0.583, -0.442, 0.110, 0.169, 0.808, -0.548, 0.046, 0.250, 0.430, -0.034, 0.300, 0.469, -1.040, 0.259, 0.839, -0.112, -0.144, 0.921, -0.819, -0.983, 0.707, -0.864, -0.939, 0.157, -0.291, -0.219, 0.056, -0.295, 0.143, 0.133, 0.353, 0.144, 0.035, 0.366, 0.175, 0.127, 0.243, 0.288, 0.274, 0.296, 0.225, -0.919, 0.048, 0.444, 0.295, -1.132, 0.860, -1.258, -1.135, 0.932, 1.078, -0.992, 0.454, -0.681, -0.066, 0.393, 0.346, 0.160, 0.200, 0.447, 0.452, 0.523, 0.261, -0.028, 0.105, -0.422, -1.266, 0.248, 0.365, 0.200, -0.980, 0.448, 0.793, -1.131, 0.481, 0.324, 0.121, -1.095, 1.073, -1.092, -0.290, 0.251, 0.377, 0.318, 0.211, -0.171, -1.149, 0.158, -0.821, 0.483, 0.276, 0.358, 0.322, 0.312, -0.103, 0.245, 0.460, -0.180, -0.237, 0.075, -0.676, 0.368, -1.127, -0.395, 1.038, -1.169, -1.332, 0.484, -0.960, -1.233, 0.084, 0.410, 0.428, 0.362, -0.352, 0.249, 0.155, 0.381, 0.396, 0.550, 0.242, 0.173, -0.068, 0.390, 0.514, 0.221, 0.434, 0.375, -0.711, 1.174, -0.634, -0.520, 1.895, -1.722, 0.938, 0.577, -0.840, 0.307, 0.219, 0.539, 0.594, -1.146, -0.532, -0.567, 1.156, -0.730, -0.474, -0.186, 0.855, 1.000, 0.356, -0.081, -0.483, 0.166, -0.284, 0.637, -0.836, -0.752]
}